Density functional theory data (the ωB97M-V functional and the def2-TZVPD basis) for a 13-piece molecular cluster, C52H91N13 overall at a distorted geometry.

Last column: Löwdin charge in e.
Geometry (Å):
C: -0.633 -5.436 -1.167  -0.0762
C: -1.496 -5.964 0.051  -0.2379
C: -0.859 -5.959 1.415  -0.2112
C: 0.406 -6.661 1.469  -0.2376
N: 1.433 -7.169 1.461  0.1526
H: -1.328 -5.636 -1.982  0.0657
H: 0.282 -5.998 -1.355  0.0682
H: -0.363 -4.385 -1.062  0.0567
H: -1.686 -7.002 -0.222  0.1155
H: -2.455 -5.486 0.249  0.0628
H: -1.515 -6.415 2.156  0.1124
H: -0.727 -4.899 1.635  0.1143
C: -4.412 0.252 3.170  -0.1106
C: -3.875 1.670 3.161  -0.2915
C: -3.945 2.241 4.521  -0.2117
C: -3.208 1.423 5.537  -0.2145
N: -2.667 0.758 6.328  0.1453
H: -4.326 -0.143 2.158  0.0501
H: -5.485 0.199 3.354  0.0800
H: -3.845 -0.493 3.728  0.0756
H: -4.528 2.303 2.561  0.1160
H: -2.898 1.663 2.677  0.0892
H: -5.006 2.250 4.770  0.1227
H: -3.503 3.237 4.494  0.1031
C: 4.466 2.354 -4.124  -0.1085
C: 4.172 1.018 -3.403  -0.2249
C: 3.094 0.052 -4.009  -0.1574
C: 3.021 0.035 -5.508  -0.2166
N: 3.002 0.143 -6.677  0.1327
H: 5.070 3.060 -3.554  0.0585
H: 3.548 2.928 -4.243  0.0670
H: 5.050 2.314 -5.044  0.0744
H: 3.794 1.230 -2.404  0.0810
H: 5.160 0.587 -3.238  0.1042
H: 2.084 0.327 -3.706  0.0940
H: 3.369 -0.985 -3.814  0.0970
C: -2.555 3.224 -7.165  -0.1102
C: -1.315 2.572 -7.898  -0.2113
C: -0.356 1.710 -7.032  -0.1716
C: -0.418 1.973 -5.567  -0.2535
N: -0.586 2.189 -4.483  0.1400
H: -2.324 3.931 -6.368  0.0603
H: -3.178 2.513 -6.621  0.0693
H: -3.120 3.831 -7.873  0.0649
H: -0.774 3.403 -8.352  0.0996
H: -1.736 1.933 -8.674  0.0998
H: 0.678 1.734 -7.374  0.0936
H: -0.598 0.649 -7.096  0.1116
C: 4.539 -2.018 2.498  -0.1124
C: 4.100 -3.322 1.941  -0.2762
C: 2.756 -3.592 1.310  -0.1632
C: 2.670 -3.016 -0.071  -0.2096
N: 2.634 -2.555 -1.110  0.1496
H: 4.437 -1.135 1.867  0.0592
H: 5.592 -2.109 2.764  0.0836
H: 4.126 -1.866 3.495  0.0703
H: 4.153 -3.940 2.838  0.1155
H: 4.821 -3.790 1.271  0.1174
H: 1.947 -3.230 1.944  0.1000
H: 2.463 -4.627 1.132  0.0927
C: 0.494 2.003 1.322  -0.0848
C: 0.378 1.701 -0.214  -0.2111
C: 0.576 0.266 -0.682  -0.1979
C: -0.080 -0.741 0.127  -0.2436
N: -0.583 -1.512 0.784  0.1861
H: -0.267 1.418 1.838  0.0352
H: 0.215 3.025 1.580  0.0401
H: 1.469 1.802 1.765  0.0573
H: 0.985 2.363 -0.831  0.0764
H: -0.622 1.884 -0.606  0.1091
H: 1.638 0.024 -0.629  0.0943
H: 0.375 -0.015 -1.716  0.1113
C: -3.049 -2.051 -1.790  -0.0956
C: -3.581 -2.407 -0.408  -0.2454
C: -4.993 -3.078 -0.510  -0.1820
C: -4.940 -4.356 -1.190  -0.2493
N: -5.009 -5.406 -1.703  0.1609
H: -3.020 -2.905 -2.467  0.0717
H: -2.055 -1.612 -1.870  0.0544
H: -3.771 -1.393 -2.274  0.0742
H: -3.673 -1.684 0.403  0.0881
H: -2.932 -3.217 -0.077  0.0706
H: -5.582 -2.375 -1.099  0.1191
H: -5.494 -3.230 0.446  0.0924
C: 0.629 -1.453 4.251  -0.0959
C: 0.605 -0.525 5.446  -0.2447
C: 1.114 0.899 5.133  -0.1551
C: 0.084 1.712 4.510  -0.2081
N: -0.781 2.306 4.036  0.1980
H: 0.203 -2.414 4.538  0.0786
H: 1.643 -1.624 3.892  0.0535
H: 0.049 -0.992 3.451  0.0528
H: 1.236 -0.901 6.252  0.1050
H: -0.338 -0.471 5.990  0.0848
H: 1.946 0.967 4.431  0.1047
H: 1.402 1.512 5.987  0.1255
C: 1.836 5.034 -1.653  -0.1078
C: 2.309 6.071 -0.709  -0.2808
C: 1.708 7.444 -0.928  -0.1965
C: 0.381 7.589 -0.407  -0.2200
N: -0.697 7.726 0.027  0.1473
H: 2.383 4.091 -1.664  0.0561
H: 1.995 5.544 -2.603  0.0823
H: 0.788 4.788 -1.484  0.0830
H: 3.365 6.258 -0.904  0.1105
H: 2.263 5.727 0.324  0.1020
H: 1.659 7.725 -1.980  0.1274
H: 2.290 8.229 -0.444  0.1280
C: -4.133 -4.993 2.546  -0.1130
C: -5.375 -4.372 3.203  -0.2318
C: -6.652 -5.249 3.232  -0.1678
C: -7.069 -5.784 1.938  -0.2595
N: -7.467 -6.205 0.971  0.1601
H: -4.125 -5.386 1.529  0.0570
H: -3.847 -5.781 3.243  0.0749
H: -3.247 -4.361 2.611  0.0701
H: -5.578 -3.434 2.687  0.0858
H: -5.063 -4.055 4.198  0.1093
H: -7.530 -4.769 3.665  0.1189
H: -6.533 -6.195 3.760  0.1188
C: 2.327 -4.731 -6.290  -0.1185
C: 1.311 -3.955 -5.490  -0.2715
C: 0.277 -4.860 -4.736  -0.1696
C: -0.413 -5.725 -5.762  -0.2213
N: -0.971 -6.302 -6.572  0.1429
H: 1.826 -5.306 -7.068  0.0684
H: 2.865 -5.366 -5.587  0.0828
H: 2.927 -4.013 -6.848  0.0758
H: 0.684 -3.382 -6.173  0.1086
H: 1.930 -3.412 -4.775  0.0972
H: -0.307 -4.256 -4.042  0.0974
H: 0.837 -5.498 -4.052  0.0995
C: -0.820 7.900 4.555  -0.1101
C: -1.485 6.526 4.452  -0.2390
C: -1.074 5.781 3.128  -0.1760
C: 0.324 5.288 3.117  -0.2350
N: 1.403 4.902 3.149  0.1496
H: -0.809 8.315 3.547  0.0627
H: 0.228 8.001 4.834  0.0766
H: -1.497 8.606 5.037  0.0707
H: -2.566 6.650 4.524  0.1010
H: -1.330 5.929 5.351  0.1011
H: -1.341 6.427 2.291  0.0818
H: -1.732 4.955 2.858  0.0942
C: 4.984 1.851 2.649  -0.0697
C: 4.504 2.753 1.431  -0.2068
C: 5.382 2.986 0.135  -0.1693
C: 6.554 3.806 0.475  -0.2275
N: 7.421 4.462 0.925  0.1345
H: 4.174 1.840 3.378  0.0561
H: 5.890 2.177 3.160  0.0685
H: 5.244 0.839 2.338  0.0397
H: 4.184 3.709 1.844  0.0957
H: 3.536 2.348 1.135  0.0681
H: 4.820 3.638 -0.533  0.0903
H: 5.635 2.077 -0.411  0.1069

Output
highest occupied orbital energy	-0.415	Eh
LUMO	0.2	eV
gap between HOMO and LUMO	0.4227	Ha
ΔE to the lowest compared entry with this formula, charge and spin	113.1	kcal per mole
electronic energy	-2747.58724	a.u.
spin multiplicity	1

---

Density functional theory data (the ωB97M-V functional and the def2-TZVPD basis) for C3I3N as an isolated structure at a distorted geometry.

Last column: Löwdin charge in e.
Geometry (Å):
C: 1.786 0.856 -0.194  -0.4714
C: 1.396 -0.302 0.395  -0.6261
C: -1.793 -0.406 0.030  -1.2900
N: 1.961 1.959 -0.520  0.1774
I: 2.218 -2.090 -0.084  0.8809
I: -3.159 -0.265 -1.507  0.6619
I: -2.410 0.247 1.881  0.6673

Output
highest occupied orbital energy (alpha / beta)	-0.318 / -0.317	Eh
LUMO (alpha / beta)	-2.3 / -2.3	eV
gap between HOMO and LUMO (alpha / beta)	0.2348 / 0.2340	Ha
ΔE to the lowest compared entry with this formula, charge and spin	131.2	kcal per mole
electronic energy	-1061.88434	a.u.
spin multiplicity	1

---

Density functional theory data (the ωB97M-V functional and the def2-TZVPD basis) for a 2-piece molecular cluster, H4S4 overall.

Last column: Löwdin charge in e.
Geometry (Å):
S: -2.022 1.365 -0.952  0.2183
S: -2.634 0.474 0.835  0.2178
H: -1.520 2.454 -0.360  -0.2161
H: -3.924 0.376 0.493  -0.2158
S: 2.246 -1.926 -0.337  0.2239
S: 2.597 0.004 0.402  0.2246
H: 3.513 -2.274 -0.129  -0.2208
H: 1.306 0.351 0.460  -0.2319

Output
highest occupied orbital energy	-0.312	Eh
LUMO	0.2	eV
gap between HOMO and LUMO	0.3189	Ha
ΔE to the lowest compared entry with this formula, charge and spin	7.9	kcal per mole
electronic energy	-1595.11394	a.u.
spin multiplicity	1